DFT (the ωB97M-V functional and the def2-TZVPD basis) results for C6H12N as an isolated structure at a distorted geometry.

Geometry as XYZ:
```
19
Properties=species:S:1:pos:R:3:mulliken_charge:R:1
C -2.48 0.96 -1.05 0.091
C -1.56 0.47 -0.46 -0.806
C 1.07 1.17 -0.42 -1.131
C 0.40 -0.98 -1.61 -1.280
C -0.21 -0.04 2.16 -0.837
C 0.34 -0.09 -0.37 0.636
N 0.44 -0.82 1.04 -0.183
H -3.52 1.10 -1.32 0.397
H 2.18 0.76 -0.52 0.360
H 0.87 1.54 -1.44 0.371
H 0.93 1.98 0.32 0.373
H 1.48 -1.21 -1.87 0.351
H -0.24 -2.03 -1.48 0.327
H -0.04 -0.51 -2.46 0.398
H -1.13 0.34 1.69 0.332
H -0.44 -0.62 2.95 0.436
H 0.49 0.76 2.48 0.293
H 1.51 -1.09 1.25 0.435
H -0.09 -1.68 1.12 0.435
```

Output
charge: +1
energy above the lowest of the compared OMol25 structures with the same formula, charge and spin: 114.5 kcal/mol
gap between HOMO and LUMO: 10.64 eV
LUMO energy: -3.5 eV
electronic energy: -7895.0983 eV